1 | Entry from the OMol25 dataset: a single C4H5NS molecule (ωB97M-V with the def2-TZVPD basis set).

## Properties
- structure (SMILES) = C[C@H](C#N)C=S

Element x y z (Å)
S 0.9821 -0.8403 -2.2163
N -2.4661 0.6438 0.9071
C -1.4032 0.5722 0.4166
C 0.0088 0.4537 0.0393
C 0.2532 0.3313 -1.4735
C 0.5599 -0.7027 0.9057
H 1.6273 -0.6638 0.6741
H 0.5178 1.4308 0.3342
H 0.1650 -0.5716 1.9025
H -0.3651 0.9912 -2.0711
H 0.1203 -1.6445 0.5814

***

2 | Entry from the OMol25 dataset: a single C4H5NS molecule (ωB97M-V with the def2-TZVPD basis set).

## Properties
- structure (SMILES) = C1=NC[C@H]2S[C@@H]12

Element x y z (Å)
S -1.9319 0.1107 -0.3009
N 1.1275 -0.7186 -0.6302
C -0.6633 -0.5039 0.8420
C 0.8100 0.6971 -0.7416
C 0.3070 -1.3111 0.1620
C -0.4843 0.9454 0.3304
H 0.3270 0.7592 -1.7441
H 0.3793 -2.3076 0.0480
H -0.6207 1.8447 0.9086
H 1.5939 1.4507 -0.6854
H -0.8446 -0.9665 1.8111

***

3 | Entry from the OMol25 dataset: a single C4H5NS molecule (ωB97M-V with the def2-TZVPD basis set).

Element x y z (Å)
S 1.5701 -0.5525 0.4083
N 2.1913 0.0640 -0.9006
C -0.1899 -0.7705 0.1905
C -1.3754 -0.0435 -0.2108
C 1.5624 1.1809 0.3507
C -1.2145 -1.5698 0.0212
H 0.8291 1.8898 -0.0917
H 2.3755 1.4586 0.9509
H -1.9019 -2.4413 0.0653
H -2.1005 0.5613 0.4459
H -1.7461 0.2230 -1.2297

***

Calculated relative energies: 1 0.0; 2 61.6; 3 554.0, given in kJ/mol

***

1 | Entry from the OMol25 dataset: 2 unconnected molecules or ions with the total composition CH3O2S2 (ωB97M-V with the def2-TZVPD basis set).

## Properties
- total charge = -1

Element x y z (Å)
S -0.5515 1.4617 0.8266
S -1.9494 1.6965 -0.6041
O 0.0934 -1.9106 -0.4956
O 0.5517 2.4775 0.5764
C 0.5389 -0.6996 -0.0071
H 0.8793 -0.8722 0.9682
H 1.2839 -0.3341 -0.7378
H -0.8462 -1.8193 -0.5266

***

2 | Entry from the OMol25 dataset: 2 unconnected molecules or ions with the total composition CH3O2S2 (ωB97M-V with the def2-TZVPD basis set).

## Properties
- total charge = -1

Element x y z (Å)
S -0.0506 1.3161 -0.9952
S 1.1561 -0.3581 -1.2819
O 0.3252 -0.5078 1.7634
O -1.8407 -0.3876 1.1513
C -0.8662 -0.8912 1.7496
H -1.0874 -1.7926 2.3753
H -1.0060 0.9444 -0.1031
H 0.8048 -0.9090 -0.0917

***

3 | Entry from the OMol25 dataset: 2 unconnected molecules or ions with the total composition CH3O2S2 (ωB97M-V with the def2-TZVPD basis set).

## Properties
- total charge = -1

Element x y z (Å)
S -1.8929 -0.1923 0.0676
S 3.9845 -0.0018 -0.1975
O -2.9868 -1.1777 -0.2144
O -2.5930 1.3898 -0.0013
C 2.4750 -0.4164 0.3115
H 1.9397 -1.2202 -0.1671
H -2.9140 1.4922 -0.9019
H 1.9875 0.1264 1.1031

***

Calculated relative energies: 1 253.5; 2 0.0; 3 262.5, given in kJ/mol

***

1 | Entry from the OMol25 dataset: a molecular structure, C24H46IrN2O7PS3Si3 (ωB97M-V with the def2-TZVPD basis set).

## Properties
- expectation value of S² = 0.76
- total charge = +1
- spin multiplicity = 2

Element x y z (Å)
Ir -0.0275 -0.2865 -0.2054
S 0.5544 -5.0518 -1.8509
S 2.7844 -2.4555 2.0740
S 0.9743 -2.3339 -0.0954
P 0.0122 -4.2775 -0.2040
Si -0.1262 2.0841 -1.9325
Si -1.6118 -0.3862 -3.1805
Si 1.5499 -0.2759 -3.1848
O -1.5131 -4.2367 0.2028
O -2.0420 -1.1214 0.2734
O 2.9267 1.1074 2.4182
O -0.4794 1.8302 -0.2612
O 0.6804 -4.9637 1.0420
O -3.6116 -1.2522 1.7851
O 1.8461 0.5619 0.5459
N -0.2668 -0.1771 1.9338
N 4.7930 -0.7194 1.1187
C 0.7590 0.2327 2.6474
C 1.4077 3.1333 -2.0388
C -2.7321 -5.3573 -1.6729
C -3.8378 -4.6021 0.4277
C 0.7365 0.2052 4.0340
C -2.7580 -4.3013 -0.5901
C 1.9011 0.6490 1.7754
C 1.8064 0.7967 -4.7135
C -1.7078 0.3155 -4.9158
C -0.0580 0.2517 -2.2859
C -0.5313 -4.0240 3.0076
C 0.2388 -5.1876 2.4105
C -0.5346 -6.4877 2.4623
C -2.3645 -1.0210 1.4464
C -1.6678 -2.2521 -3.3061
C -0.5871 2.8279 0.7458
C 3.0804 -0.1124 -2.1111
C -3.2147 0.0795 -2.2974
C 1.5466 -2.0365 -3.8052
C -0.4110 -0.2782 4.6442
C 3.9839 -1.4720 1.4794
C -1.4918 -0.7014 3.8720
C -1.4736 3.1669 -2.6316
C -1.3724 -0.6257 2.4959
H 0.0111 -3.0880 2.8831
H 1.1841 -5.2961 2.9423
H -3.7845 -1.0642 2.7179
H -2.8919 -3.3106 -1.0217
H 0.0425 -7.2909 2.0075
H 1.2339 4.0684 -1.4964
H -3.4301 -0.5962 -1.4711
H -0.8956 3.7700 0.2920
H -3.2572 1.0986 -1.9137
H 0.9883 -2.1419 -4.7377
H 1.5963 3.4106 -3.0772
H 1.1734 -2.7730 -3.0947
H -1.3867 3.2379 -3.7181
H -4.0290 -0.0288 -3.0200
H -3.6974 -5.6045 0.8354
H -2.3752 -1.1034 4.3518
H -0.6542 -4.2066 4.0769
H 2.8185 0.6254 -5.0914
H -2.4389 -6.3247 -1.2624
H -4.8148 -4.5634 -0.0549
H 1.1173 0.5230 -5.5129
H -1.3426 2.5310 1.4736
H -1.5201 -3.9356 2.5534
H -3.8338 -3.8878 1.2450
H 1.7065 1.8691 -4.5417
H 0.3715 2.9823 1.2469
H -1.2539 -2.7430 -2.4239
H -2.7104 -2.5682 -3.4125
H 3.9421 -0.1987 -2.7793
H -2.4892 2.8571 -2.3960
H -3.7449 -5.4456 -2.0708
H -1.4828 -6.3895 1.9313
H -0.7426 -6.7547 3.4995
H -1.3328 4.1822 -2.2477
H 2.5888 -2.2932 -4.0206
H -1.1174 -2.6344 -4.1650
H 3.1588 -0.9276 -1.3883
H 3.7366 1.0229 1.8532
H 2.3117 2.6745 -1.6421
H -2.6557 0.0014 -5.3622
H -0.9090 -0.0635 -5.5538
H 1.5969 0.5300 4.6017
H -2.0617 -5.1070 -2.4876
H 3.1837 0.8215 -1.5633
H -1.6777 1.4056 -4.9491
H -0.4653 -0.3384 5.7227

***

2 | Entry from the OMol25 dataset: a molecular structure, C24H46IrN2O7PS3Si3 (ωB97M-V with the def2-TZVPD basis set).

## Properties
- expectation value of S² = 0.76
- total charge = +1
- spin multiplicity = 2

Element x y z (Å)
Ir 0.4442 -0.1459 -0.3489
S -0.0782 -3.1936 2.6786
S -2.0491 -3.0945 -1.8633
S -1.5992 -1.2928 0.2940
P -1.5098 -2.0053 2.2626
Si 3.2133 1.8488 -0.9204
Si 2.6200 -1.0202 -2.0614
Si 1.1189 1.4315 -3.2426
O -2.9920 -2.4680 2.5389
O 1.4614 -0.7057 1.2420
O -1.4134 -0.6708 3.1491
O -1.2595 1.0224 -1.4396
O 1.9540 -0.3060 3.3263
O 1.2374 -1.7745 -1.3441
O -2.6498 2.7334 -1.0290
N -0.1019 1.2839 0.8751
N -4.6280 -1.9463 -1.9805
C 3.8965 1.3124 0.7468
C 4.7103 2.1044 -2.0174
C -3.7751 -3.4252 1.7474
C -1.6433 1.9436 -0.7402
C 0.4330 3.1702 -2.9667
C -3.2966 -4.8378 1.9904
C 0.2408 2.2429 3.0193
C 0.4859 1.2504 2.0905
C -0.6560 3.2561 2.6944
C -2.4885 0.1999 3.6300
C -5.2125 -3.1975 2.1528
C 2.4891 3.5419 -0.5466
C -1.3187 3.2241 1.4741
C -3.1526 -0.4208 4.8424
C -1.0148 2.2077 0.5869
C 1.1634 -3.1456 -0.9022
C -3.4774 0.5996 2.5537
C 1.3487 0.0404 2.2305
C -0.2385 0.2958 -3.8939
C 2.3319 1.6612 -4.6519
C 2.8116 -1.6228 -3.7995
C 1.9590 0.6736 -1.7057
C 4.1049 -1.5984 -1.1050
C -3.5732 -2.4260 -1.9583
H -0.4999 3.2790 -3.5275
H 0.2797 -3.2587 -0.2815
H -2.2603 -4.9741 1.6860
H 4.9498 -0.9164 -1.2055
H 1.1024 -3.7825 -1.7838
H -5.3488 -3.4173 3.2129
H 5.4027 2.8174 -1.5615
H -3.7523 0.3382 5.3471
H 3.0188 -2.6969 -3.7849
H 4.3667 0.3311 0.7596
H -1.9297 1.0823 3.9529
H 3.1571 1.3391 1.5468
H 2.9644 0.7966 -4.8472
H -3.0266 2.4750 -1.8882
H 2.3477 4.1516 -1.4385
H 1.7461 1.8481 -5.5575
H 0.1247 -0.2829 -4.7441
H -3.9202 -5.5202 1.4118
H 3.8919 -1.7185 -0.0409
H -1.0879 0.8817 -4.2531
H -0.8499 4.0524 3.3989
H 2.0465 -3.3876 -0.3117
H -3.8019 -1.2457 4.5563
H -4.1721 1.3301 2.9714
H -5.8616 -3.8553 1.5753
H 5.2665 1.1771 -2.1754
H -5.5158 -2.1689 1.9585
H 0.2441 3.4430 -1.9306
H -3.6434 -3.1515 0.6993
H 1.6823 0.2149 4.0944
H -3.3823 -5.0952 3.0471
H 1.1298 3.9118 -3.3606
H 2.9758 2.5286 -4.5061
H -2.0599 3.9631 1.2042
H -0.6340 -0.4169 -3.1671
H 4.6594 2.0469 1.0190
H 1.5278 3.4890 -0.0261
H -4.0519 -0.2561 2.2035
H -2.4044 -0.7908 5.5427
H 3.1838 4.0746 0.1084
H 4.4263 -2.5698 -1.4894
H 1.9375 -1.4568 -4.4238
H 3.6718 -1.1437 -4.2726
H 4.4428 2.4955 -2.9976
H 0.7424 2.2447 3.9783
H -2.9824 1.0476 1.6926

***

Calculated relative energies: 1 55.9; 2 0.0, given in kJ/mol

***

1 | Entry from the OMol25 dataset: a single H4N2Si molecule (ωB97M-V with the def2-TZVPD basis set).

## Properties
- structure (SMILES) = N1N[SiH2]1

Element x y z (Å)
Si 0.7604 -0.0302 -0.0666
N -0.8087 0.7690 0.0054
N -0.7896 -0.7930 -0.1563
H 1.8579 -0.4557 -1.1503
H 1.5146 0.2474 1.1335
H -1.0795 -1.0577 0.7796
H -1.4551 1.3202 -0.5453

***

2 | Entry from the OMol25 dataset: a single H4N2Si molecule (ωB97M-V with the def2-TZVPD basis set).

## Properties
- structure (SMILES) = N1N[SiH2]1

Element x y z (Å)
Si 0.2235 0.2968 0.5876
N -0.6691 0.2523 -0.8944
N 0.0932 -1.0529 -0.6004
H 1.6405 0.7321 0.4764
H -0.6504 0.6416 -1.8275
H -0.4085 -1.9118 -0.8002
H -0.4124 0.3239 1.8701

***

Calculated relative energies: 1 0.0; 2 7.3, given in kJ/mol

***

1 | Entry from the OMol25 dataset: 2 unconnected molecules or ions with the total composition C2H2O3 (ωB97M-V with the def2-TZVPD basis set).

Element x y z (Å)
O -0.0245 -0.6186 0.8378
O -0.6329 -1.2596 -0.2509
O 2.6598 1.4848 -0.7903
C 2.6735 0.3966 -1.0846
C -1.2507 -0.2355 0.3939
H -2.1122 -0.4889 1.0217
H -1.3130 0.7211 -0.1275

***

2 | Entry from the OMol25 dataset: a single C2H2O3 molecule (ωB97M-V with the def2-TZVPD basis set).

## Properties
- structure (SMILES) = O=COC=O

Element x y z (Å)
O -2.3271 -0.2471 0.0703
O -0.2407 0.6671 -0.0975
O 1.6675 -0.6688 -0.1922
C 1.1033 0.3894 -0.1552
C -1.1525 -0.3044 0.1497
H 1.5445 1.4101 -0.1750
H -0.5949 -1.2464 0.3999

***

3 | Entry from the OMol25 dataset: a single C2H2O3 molecule (ωB97M-V with the def2-TZVPD basis set).

## Properties
- structure (SMILES) = O=CC1OO1

Element x y z (Å)
O 1.8191 -1.0849 -0.2411
O 1.7900 0.3543 -0.3650
O -1.6167 -0.8887 0.3370
C 0.7993 -0.3169 0.2951
C -0.7301 -0.8187 -0.4465
H -0.7664 -1.1106 -1.4318
H 0.8085 -0.3466 1.4160

***

Calculated relative energies: 1 369.4; 2 0.0; 3 453.0, given in kJ/mol

***

1 | Entry from the OMol25 dataset: 3 unconnected molecules or ions with the total composition C2H2O3 (ωB97M-V with the def2-TZVPD basis set).

Element x y z (Å)
O -0.9091 -1.0884 0.7948
O 1.4612 0.7615 -2.7372
O 3.3051 1.6640 0.6056
C 3.1091 0.7114 0.0198
C 1.7417 1.6181 -2.0475
H -0.5264 -0.7291 -0.0266
H -1.3401 -0.3912 1.2066

***

2 | Entry from the OMol25 dataset: 2 unconnected molecules or ions with the total composition C2H2O3 (ωB97M-V with the def2-TZVPD basis set).

Element x y z (Å)
O -0.6022 -0.2847 0.5699
O -0.3105 -1.7389 -1.1211
O 1.3689 1.8839 1.1115
C 0.1660 -0.6756 -0.2801
C 0.5553 1.5945 0.2790
H -0.6298 -2.4434 -0.7442
H -0.5478 1.6643 0.1850

***

3 | Entry from the OMol25 dataset: 2 unconnected molecules or ions with the total composition C2H2O3 (ωB97M-V with the def2-TZVPD basis set).

Element x y z (Å)
O 0.9869 -2.8715 -0.3299
O -0.8617 -2.8631 -1.6398
O -0.3609 -0.1830 0.9949
C 0.0373 -2.9390 -0.9356
C 0.8847 0.2092 0.9930
H -0.9444 -0.6293 1.6519
H 1.4055 0.2046 2.0351

***

Calculated relative energies: 1 0.0; 2 401.6; 3 203.5, given in kJ/mol